28
Properties=species:S:1:pos:R:3:forces:R:3:nbo_charge:R:1 method="wB97M-V/def2-TZVPD" total_charge=+1 fmax_ev_per_a=4.7 e_above_lowest_kj_mol=573.7 mol_weight_g_mol=153.2 gap_ev="5.006 / 7.111"
H -0.5202 -3.8321 -0.0289 -0.09 0.37 0.18 0.207
N 1.4310 0.2785 -0.6917 -0.87 -0.94 -0.06 -0.377
C 0.3511 -0.5565 0.0364 -0.04 1.85 -1.01 -0.016
H 1.9773 2.4064 -0.1252 -0.24 -1.75 -0.23 0.250
H -2.6466 1.6964 -0.8394 -0.28 2.29 0.83 0.411
C 1.1234 1.6517 -0.1914 0.85 4.10 -2.11 -0.235
H 1.3271 0.1293 -1.7342 -0.07 0.77 1.49 0.445
H -0.3162 -0.1779 2.0691 -0.37 -0.21 -0.71 0.250
H -2.0765 -0.9380 -1.2336 0.46 -2.11 0.18 0.196
H -2.6508 0.1637 -2.5043 -0.45 1.12 -0.40 0.225
H 0.0864 2.3105 1.6132 -2.08 3.33 0.69 0.244
C 0.2193 -1.8617 -0.3381 -1.34 -3.44 2.29 -0.290
H 0.8715 -2.4638 -0.9372 0.80 0.80 -0.95 0.237
C 2.7785 -0.2068 -0.3412 2.26 3.08 -2.05 -0.414
C -0.3530 0.2682 1.0504 -0.12 -0.57 0.28 -0.261
C -2.3650 0.0210 -1.4927 1.39 -0.85 2.01 -0.080
C 0.4980 1.5244 1.1480 1.67 -3.87 -0.06 -0.434
H -2.5691 -0.2761 1.0840 1.29 -0.16 0.34 0.228
H 2.9090 -0.2808 0.6780 0.02 0.77 2.49 0.227
H 2.9625 -1.2022 -0.5836 -0.12 -1.63 -1.45 0.237
H 1.2223 1.2718 1.9397 0.56 -0.03 -0.65 0.226
H 3.5999 0.5213 -0.8272 -1.85 -1.77 1.11 0.225
N -2.3567 0.8425 -0.4568 -0.77 0.90 -3.45 -0.453
C -1.8933 0.5799 0.8310 -0.91 -2.48 1.12 -0.254
C -0.6013 -2.7953 0.3049 2.38 -0.01 -3.22 -0.451
H -1.3472 -2.5860 0.9519 -2.12 0.84 2.26 0.177
H -2.1835 1.2641 1.6018 -0.20 1.14 -0.21 0.241
H 0.5222 2.2477 -0.9828 0.24 -1.56 1.25 0.234



69
Properties=species:S:1:pos:R:3:forces:R:3:nbo_charge:R:1 method="wB97M-V/def2-TZVPD" smiles="CN1C(=O)C(=Cc2cc3c4c(c2)CCCN4CCC3)C(=O)N(C)C1=O.C=C1N(C)CCCN1C" total_charge=0 fmax_ev_per_a=2.1 e_above_lowest_kj_mol=62.8 mol_weight_g_mol=465.6 gap_ev=6.686
C -2.6986 1.7173 1.3310 0.25 -0.68 0.33 -0.087
C 5.0175 -0.6944 6.6813 0.27 0.15 -0.16 -0.194
H 1.1463 2.7525 2.5789 0.12 -0.20 -0.04 0.236
C 1.9932 2.2475 6.8105 -0.25 0.22 -0.04 -0.397
H -5.6649 2.5555 -0.1836 0.03 -0.09 -0.08 0.214
H -1.0834 3.1256 1.1745 -0.20 -0.16 0.03 0.206
H -5.1537 -1.0571 3.2870 -0.01 0.01 -0.22 0.175
C -3.6656 2.6033 0.6226 -0.40 0.56 -0.10 -0.417
C -3.7637 -2.2992 2.2155 0.05 -0.02 -0.11 -0.400
C -3.1009 0.4315 1.7910 1.00 0.32 0.11 0.198
H 0.8506 0.6198 5.3287 0.06 -0.36 -0.15 0.209
N 4.4781 0.7865 1.7412 -0.72 -0.38 -0.15 -0.469
H -2.6202 -1.7816 3.9717 0.00 -0.02 -0.18 0.210
C 5.8128 1.2990 1.9624 0.41 0.10 0.03 -0.416
C 4.2772 1.5847 7.2255 0.30 0.12 -0.18 -0.196
H 5.4553 -1.6156 7.0771 0.07 0.12 -0.09 0.201
C 2.7122 0.0030 6.1836 -1.36 -0.03 -1.56 0.415
C -0.8406 0.0394 2.5587 0.10 0.43 -0.06 -0.123
H 2.1648 2.8787 7.6937 -0.14 -0.10 -0.25 0.196
H 5.6008 -0.3910 5.7908 0.02 -0.11 0.13 0.169
H -3.1550 3.1019 -0.2090 -0.09 0.00 0.12 0.220
H 1.4250 -1.1271 4.9115 -0.18 0.32 0.02 0.200
H 2.4079 -2.5608 5.8153 0.21 -0.10 0.00 0.214
C -2.1364 -0.4091 2.4150 0.09 0.79 -0.32 -0.010
H -5.8324 1.4932 1.9934 0.03 -0.17 -0.13 0.175
H 3.4863 -2.2633 -0.6983 -0.03 -0.06 0.13 0.208
N -4.3824 -0.0015 1.6215 -0.70 -0.32 -0.28 -0.418
C 1.5789 -0.1775 5.4074 1.00 0.13 0.71 -0.698
H 6.3410 1.3686 1.0076 -0.01 -0.01 0.16 0.210
O 0.8795 -0.7461 0.6720 1.46 0.80 0.46 -0.596
H -4.1206 -3.1884 2.7399 -0.01 0.00 -0.11 0.214
N 2.9528 1.1812 6.8424 -0.11 0.14 0.65 -0.442
H -4.5967 1.2770 -0.7947 -0.09 0.03 0.11 0.206
H -6.2309 0.2814 0.7492 0.12 0.19 0.08 0.202
H 0.9822 1.8362 6.8614 0.13 0.19 0.07 0.214
C -4.8813 1.8482 0.0970 0.08 -0.06 -0.10 -0.400
H 6.3700 0.6276 2.6204 -0.06 0.12 -0.09 0.213
C -4.8463 -1.2323 2.2377 0.09 0.00 0.21 -0.196
H -3.9972 3.3974 1.3083 0.00 -0.08 -0.13 0.208
H 1.9929 -2.5579 0.2273 0.14 -0.04 0.01 0.245
C -0.4201 1.3077 2.1122 -1.01 -0.17 0.21 -0.159
C 0.9585 1.7383 2.2241 0.28 -0.24 -0.62 0.058
C 2.0429 1.0067 1.8413 -0.37 0.16 0.18 -0.317
H 4.6467 0.0374 8.6575 0.07 0.04 -0.09 0.208
C 4.3970 -0.5109 1.2232 0.23 -0.32 0.02 0.808
H 5.7106 2.2836 2.4096 0.05 -0.08 -0.02 0.244
C 3.0444 -2.2942 0.3016 0.06 -0.36 -0.22 -0.416
C 3.4594 -2.2765 5.7338 -0.09 -0.25 -0.12 -0.395
H 4.1770 2.3312 8.0190 0.11 -0.01 -0.12 0.201
N 3.6571 -0.9824 6.3200 0.11 -0.47 0.50 -0.443
H 3.7628 -2.3262 4.6732 -0.10 0.03 0.13 0.181
C -1.3967 2.1417 1.5291 0.66 -0.38 0.33 -0.137
C 5.0711 0.4008 7.7150 0.20 0.00 0.29 -0.412
H -5.7315 -1.5653 1.6809 0.16 0.04 0.16 0.201
H 3.5926 -3.0162 0.9087 -0.05 0.06 -0.11 0.216
H 2.0788 2.8806 5.9105 -0.05 -0.15 0.10 0.190
C 1.9301 -0.2656 1.1101 -1.16 -1.22 -0.54 0.679
C -2.4925 -1.7820 2.8780 -0.14 -0.48 0.39 -0.433
H 6.1081 0.6975 7.8847 -0.03 -0.03 0.08 0.214
H -1.6633 -2.4659 2.6603 -0.10 0.12 0.08 0.223
O 5.3988 -1.1921 1.0352 -1.08 0.79 0.14 -0.611
N 3.1168 -0.9892 0.9223 0.44 0.85 0.34 -0.468
H 4.0677 -2.9974 6.2976 -0.20 0.10 -0.21 0.198
H -0.1229 -0.6109 3.0559 -0.09 0.11 -0.17 0.213
O 3.5411 2.6709 2.6406 -0.21 -1.43 -0.75 -0.612
C 3.3709 1.5687 2.1055 0.74 1.26 0.78 0.686
H -3.5453 -2.5763 1.1771 -0.09 0.04 0.11 0.207
H 4.8010 2.0559 6.3719 -0.03 0.03 0.18 0.174
C -5.4193 0.8989 1.1551 0.03 0.19 0.12 -0.196



19
Properties=species:S:1:pos:R:3:forces:R:3:nbo_charge:R:1 method="wB97M-V/def2-TZVPD" smiles="N=C=C/C=P/N.NC#CN" total_charge=0 fmax_ev_per_a=3.0 e_above_lowest_kj_mol=338.3 mol_weight_g_mol=156.1 gap_ev=7.957
C 1.5905 -0.2662 -0.0622 2.10 -1.31 -1.70 0.057
N -1.5541 1.3530 3.0204 1.17 1.76 -0.93 -1.159
N 1.8634 -0.3752 -2.5789 1.17 -0.18 1.05 -0.846
H 2.5605 0.3755 -2.6217 -1.16 0.11 -2.06 0.409
H -0.7742 1.9470 0.5174 -0.34 -1.12 -0.21 0.233
H 0.7337 -0.4998 1.4860 -1.86 -0.01 1.83 0.374
H -1.0474 2.2387 2.6970 -0.99 -1.61 1.38 0.400
P -1.5997 0.1662 1.8448 -0.95 -1.25 0.41 0.870
H -1.4606 1.0328 3.9779 0.29 0.47 -0.26 0.405
H -1.0404 1.0162 -1.8707 -0.70 -0.76 2.13 0.254
H 2.1514 -1.3397 1.6109 -0.20 0.33 -0.76 0.377
C 1.8588 -0.4869 -1.2303 -1.43 0.15 0.74 0.055
H 0.9081 -0.4051 -2.9482 0.93 0.74 -0.36 0.402
N -1.4546 -1.9884 -1.6705 0.03 -2.19 -0.13 -0.627
C -1.1217 0.8747 0.4475 -0.15 2.37 -0.69 -0.744
H -0.6640 -2.6458 -1.7025 -0.21 0.47 -0.15 0.388
C -1.3365 0.3957 -0.9234 1.66 0.45 -1.59 -0.459
C -1.2875 -0.8838 -1.2412 -0.44 1.57 -0.01 0.454
N 1.6743 -0.5089 1.2478 1.09 0.02 1.31 -0.842



58
Properties=species:S:1:pos:R:3:forces:R:3:nbo_charge:R:1 method="wB97M-V/def2-TZVPD" total_charge=+1 fmax_ev_per_a=3.5 mol_weight_g_mol=740.5 gap_ev=7.591
C 1.3325 3.1448 -3.7796 -0.10 -0.01 0.37 -0.197
H 0.2643 4.9309 -1.0517 0.15 -0.44 -0.31 0.232
H 1.3833 0.9730 -3.8961 -0.08 0.36 0.07 0.229
H -4.3248 0.8554 -3.2615 0.18 -0.31 0.19 0.233
H -0.1312 2.6116 -0.1902 0.09 0.15 -0.36 0.223
C 0.4967 4.0609 -1.6801 -0.03 0.18 -0.03 -0.193
Hf 0.3432 -0.0350 1.7793 -0.08 2.11 -2.78 1.654
H -1.1578 -2.5966 -1.5194 -0.19 0.17 -0.26 0.214
C -0.0557 2.2255 4.2529 0.40 0.33 -0.86 0.325
C 0.4211 -1.6406 3.3988 -0.19 -1.61 -0.65 -0.453
C 0.5475 1.6701 -2.0316 0.22 0.22 0.02 -0.295
H 2.4286 -2.3317 2.5734 -0.29 0.45 -0.06 0.280
C -1.9865 0.8542 4.7132 -0.02 -0.39 -0.22 0.347
H -3.4630 -3.2578 -2.1894 0.07 0.39 -0.04 0.231
F 0.6597 3.0228 3.4012 -0.75 -1.00 1.01 -0.281
C 1.1665 -1.8964 -3.3016 0.32 0.28 0.18 -0.202
H -2.0384 1.5204 -2.5065 -0.16 -0.34 -0.15 0.223
H 2.8950 -0.5858 -0.6398 0.06 -0.13 -0.36 0.227
H -1.8463 -1.5742 3.2988 0.19 0.29 -0.11 0.288
H 1.7409 3.2771 -4.7813 -0.07 0.10 0.30 0.232
C 0.2650 2.7742 -1.1980 0.13 -0.42 -0.52 -0.221
C -4.0311 -1.2453 -2.7834 0.27 0.15 0.03 -0.179
C 2.7185 -1.1559 -1.5578 -0.37 -0.06 -0.44 -0.224
H -1.5479 -2.4757 0.7652 0.09 0.47 0.09 0.278
C 1.1232 1.8515 -3.3003 -0.32 0.20 0.25 -0.212
C -1.8512 -1.8507 -1.9180 -0.10 0.47 -0.25 -0.209
H 1.9646 -3.2487 -4.7712 0.18 0.13 0.31 0.234
H 0.1603 -1.8867 -3.7265 0.38 -0.01 0.02 0.234
C -3.1467 -2.2156 -2.2842 0.03 0.25 -0.06 -0.207
H 4.7259 -1.9427 -1.6931 -0.38 -0.02 -0.16 0.222
H 0.6385 -1.4474 4.4490 -0.04 0.19 -0.38 0.288
Cl 2.4547 0.9047 1.8864 0.45 0.25 0.08 -0.371
C -0.7465 -2.2018 1.4433 0.74 -0.23 1.67 -0.330
F -2.4203 0.1581 6.9401 0.70 0.50 -0.64 -0.269
C 0.6554 -2.4427 1.2094 -0.58 -0.05 1.43 -0.317
C -2.3527 0.4736 -2.4851 0.38 -0.41 -0.12 -0.127
C -0.4466 1.4150 6.4765 0.23 -0.03 0.77 0.297
H 1.1723 5.2524 -3.3528 -0.03 -0.22 0.15 0.231
C 1.4474 -1.1054 -2.1734 0.16 -0.49 -0.01 -0.378
P 0.1974 -0.0130 -1.4535 0.11 0.16 1.84 0.940
S -1.5913 1.4516 2.0412 -0.16 0.40 -0.07 -0.167
C -3.6369 0.0972 -2.8788 0.00 -0.32 0.12 -0.215
C 0.3384 2.1431 5.5834 0.64 0.18 0.38 0.318
C 1.0122 4.2461 -2.9684 0.01 -0.38 -0.14 -0.177
H 1.0596 -2.9157 0.3229 0.11 0.38 0.00 0.277
C -1.4320 -0.5095 -2.0734 -0.59 -0.03 0.38 -0.402
F -0.0564 1.2913 7.7614 -0.40 0.17 -1.14 -0.267
C -1.1609 1.4971 3.7671 0.00 0.20 0.19 -0.336
F 1.4839 2.7301 6.0001 -1.17 -0.47 -0.35 -0.275
C 1.3711 -2.1315 2.4113 -1.00 -0.60 0.09 -0.305
H -5.0344 -1.5362 -3.0952 0.27 0.07 0.10 0.232
C -1.6378 0.8079 6.0565 -0.36 -0.25 0.22 0.280
F -3.1063 0.2143 4.2929 0.97 0.53 0.44 -0.288
H 4.2576 -3.2457 -3.7676 -0.21 0.15 0.18 0.232
C 2.1837 -2.6648 -3.8751 0.05 0.15 0.28 -0.200
C 3.4620 -2.6627 -3.3018 -0.21 0.09 -0.01 -0.200
C 3.7274 -1.9231 -2.1387 -0.13 -0.04 -0.13 -0.137
C -0.8955 -1.7161 2.8007 0.45 -1.86 -0.59 -0.367